43
Properties=species:S:1:pos:R:3 method="wB97M-V/def2-TZVPD" e_above_lowest_kj_mol=0.0 largest_force_ev_per_a=2.24 total_energy_ha=-775.54272 smiles="CC(=O)[C@@]1(C)c2cc3c(cc2[C@H](C)C1(C)C)CCC3" lumo_ev=0.72
O 1.625 -2.045 2.756
C 1.284 -1.161 1.984
C -0.124 1.670 -1.166
C -1.430 0.506 1.062
C -1.156 2.354 -0.502
C -1.793 1.771 0.580
C 0.276 0.403 -0.658
C -0.368 -0.164 0.449
C 1.969 0.193 2.128
C 1.274 -0.488 -2.746
C -0.657 -2.615 1.361
C 0.114 -2.773 -1.377
C 2.355 -2.628 -0.314
C -1.621 3.722 -0.768
C -2.876 2.680 1.098
C -2.450 4.041 0.460
C 1.318 -0.490 -1.216
C 0.295 -1.484 0.835
C 1.012 -1.841 -0.537
H 0.360 2.077 -2.057
H -1.978 0.050 1.890
H 2.723 0.374 1.360
H 2.482 0.255 3.093
H 1.189 0.969 2.132
H 1.964 -1.242 -3.183
H 1.537 0.475 -3.168
H 0.270 -0.724 -3.063
H -1.534 -2.737 0.715
H -0.977 -2.447 2.367
H -0.116 -3.565 1.341
H 0.540 -3.049 -2.365
H -0.837 -2.316 -1.652
H -0.092 -3.682 -0.854
H 2.167 -3.524 0.289
H 3.097 -1.982 0.189
H 2.741 -2.885 -1.302
H -0.784 4.414 -0.874
H -2.200 3.745 -1.709
H -2.915 2.719 2.187
H -3.853 2.327 0.738
H -1.819 4.573 1.173
H -3.336 4.654 0.240
H 2.323 -0.131 -0.917



86
Properties=species:S:1:pos:R:3 method="wB97M-V/def2-TZVPD" e_above_lowest_kj_mol=191.2 largest_force_ev_per_a=4.86 total_energy_ha=-3333.65758 charge=-1 lumo_ev=0.97
Y 9.043 14.335 11.958
O 11.669 16.329 8.681
C 10.699 15.646 9.372
O 10.918 14.916 10.340
C 9.355 16.180 9.170
C 8.936 17.030 8.063
C 7.704 17.590 8.147
C 6.810 17.284 9.221
C 7.288 16.457 10.230
N 8.534 16.040 10.184
C 6.474 16.066 11.426
O 5.317 16.435 11.524
O 7.149 15.214 12.148
H 12.560 15.920 8.806
H 9.616 17.070 7.175
H 7.393 18.291 7.365
H 5.786 17.698 9.334
C 6.201 14.145 15.231
C 7.570 13.477 15.023
C 8.204 13.072 16.326
O 8.411 14.480 14.414
C 7.558 12.319 13.977
O 6.611 11.540 13.972
O 8.516 12.362 13.154
H 6.358 14.905 16.041
H 5.509 13.379 15.617
H 5.776 14.628 14.358
H 8.384 13.952 17.020
H 9.251 12.679 16.018
H 7.606 12.214 16.736
H 8.327 15.340 14.837
N 12.515 15.490 13.213
C 12.303 14.068 13.124
N 13.339 13.224 13.381
N 12.921 12.034 13.033
N 11.625 12.149 12.544
N 11.221 13.446 12.638
C 11.456 16.360 13.442
N 11.656 17.625 13.953
N 10.472 18.210 13.780
N 9.606 17.283 13.271
N 10.176 16.151 13.089
H 13.286 15.716 13.802
C 8.282 10.443 9.932
S 7.991 12.142 9.399
C 6.182 12.195 9.680
O 8.520 13.032 10.467
H 7.725 9.805 9.304
H 8.028 10.371 10.983
H 9.356 10.323 9.810
H 5.652 12.013 8.708
H 6.029 13.273 9.913
H 5.882 11.548 10.543
C 14.828 7.141 6.733
Si 12.919 6.941 7.096
C 12.179 8.677 7.092
C 12.119 5.662 5.933
C 12.927 6.129 8.855
Te 11.946 7.162 10.508
C 12.320 5.844 12.303
Si 11.540 6.203 13.958
C 9.725 6.516 13.787
C 11.906 4.646 15.029
C 12.501 7.742 14.638
H 14.904 7.981 6.075
H 15.349 6.267 6.265
H 15.390 7.449 7.647
H 11.333 8.804 7.768
H 11.858 8.890 6.110
H 12.946 9.407 7.327
H 11.739 4.779 6.392
H 12.822 5.391 5.115
H 11.386 6.268 5.453
H 14.001 6.035 9.117
H 12.482 5.144 8.755
H 13.414 5.867 12.163
H 11.929 4.874 11.948
H 9.101 6.101 14.610
H 9.355 6.128 12.870
H 9.624 7.601 13.689
H 11.385 3.715 14.642
H 11.816 4.931 16.059
H 12.987 4.411 15.043
H 11.908 8.590 15.014
H 13.240 8.019 13.898
H 13.136 7.514 15.558



13
Properties=species:S:1:pos:R:3 method="wB97M-V/def2-TZVPD" e_above_lowest_kj_mol=150.7 largest_force_ev_per_a=4.12 total_energy_ha=-361.52681 smiles=C#Cc1ncoc1C lumo_ev=0.84
C -0.480 1.721 0.064
C -0.587 0.277 -0.182
C -1.610 -1.581 -0.006
C 0.332 -0.724 -0.008
C 1.680 -0.660 -0.044
C 2.841 -0.586 -0.002
H -1.187 2.181 -0.629
H 0.538 2.063 -0.094
H -0.634 1.939 1.092
H -2.549 -2.009 0.072
H 3.814 -0.369 -0.240
N -0.357 -1.949 0.067
O -1.802 -0.303 -0.091



79
Properties=species:S:1:pos:R:3 method="wB97M-V/def2-TZVPD" largest_force_ev_per_a=4.09 total_energy_ha=-1865.33879 charge=+1 lumo_ev=-4.46
N 1.114 0.816 0.360
C 0.675 0.855 -0.705
O 0.414 0.607 -2.030
C -0.272 -0.607 -2.185
C -1.689 -0.506 -2.579
C -2.431 0.871 -2.777
C -2.581 1.571 -1.351
C -2.942 0.557 -0.195
O -3.754 -0.331 -0.316
O -2.312 0.679 1.045
C -2.498 -1.742 -2.811
C -1.789 -3.039 -2.616
C -0.367 -3.054 -2.202
C 0.381 -4.435 -2.024
C -0.560 -5.681 -2.198
N -0.661 -6.607 -1.319
N 0.341 -1.857 -1.999
N 1.668 -1.822 -1.609
H -1.834 1.564 -3.431
H -3.437 0.703 -3.246
H -1.648 2.135 -1.045
H -3.476 2.261 -1.434
H -1.362 0.888 0.945
H -3.572 -1.687 -3.139
H -2.396 -3.955 -2.790
H 0.977 -4.498 -1.075
H 1.128 -4.471 -2.883
H -1.185 -5.782 -3.129
H -0.049 -6.352 -0.523
H 1.912 -2.578 -0.969
H 2.311 -1.745 -2.399
C 4.496 3.781 2.306
O 5.472 4.325 2.783
N 3.267 4.339 2.182
C 2.152 3.618 1.600
C 3.063 5.699 2.647
H 4.541 2.748 1.922
H 1.793 4.165 0.724
H 1.349 3.546 2.338
H 2.451 2.616 1.299
H 3.737 6.368 2.108
H 3.297 5.754 3.712
H 2.031 6.006 2.482
C -2.056 3.462 3.621
O -1.356 3.716 2.655
N -3.377 3.735 3.721
C -4.145 3.403 4.905
C -4.045 4.381 2.606
H -1.647 2.972 4.520
H -4.952 2.721 4.628
H -4.569 4.318 5.325
H -3.516 2.926 5.655
H -3.948 3.755 1.717
H -3.567 5.343 2.409
H -5.099 4.535 2.833
C 4.576 -0.261 6.195
O 4.169 -1.217 6.825
N 3.802 0.583 5.466
C 4.359 1.705 4.738
C 2.372 0.352 5.416
H 5.647 0.001 6.169
H 3.910 2.630 5.110
H 4.129 1.590 3.677
H 5.440 1.757 4.865
H 1.964 0.391 6.428
H 2.181 -0.641 5.002
H 1.887 1.106 4.796
C -1.886 -4.995 -5.848
O -1.931 -4.256 -4.869
N -0.946 -4.950 -6.812
C -0.958 -5.860 -7.943
C 0.112 -3.961 -6.716
H -2.640 -5.778 -6.015
H -0.032 -6.438 -7.947
H -1.030 -5.282 -8.866
H -1.805 -6.543 -7.884
H 0.664 -4.113 -5.785
H -0.330 -2.962 -6.701
H 0.791 -4.047 -7.562



14
Properties=species:S:1:pos:R:3 method="wB97M-V/def2-TZVPD" e_above_lowest_kj_mol=253.8 largest_force_ev_per_a=4.75 spin_multiplicity=2 total_energy_ha=-174.87865 lumo_ev="0.41 / 0.24"
C -1.053 0.479 -0.142
C -0.221 1.479 0.151
N -2.202 0.220 0.773
H -0.952 -0.338 -0.884
H 0.592 1.741 -0.551
H -0.366 2.085 1.120
H -2.584 1.050 1.214
H -3.005 -0.207 0.257
H -1.968 -0.491 1.510
C 3.122 -1.707 -0.806
H 2.834 -0.875 -1.430
H 3.822 -1.380 -0.011
H 3.680 -2.399 -1.460
H 2.271 -2.235 -0.389



48
Properties=species:S:1:pos:R:3 method="wB97M-V/def2-TZVPD" e_above_lowest_kj_mol=115.1 largest_force_ev_per_a=0.93 total_energy_ha=-1546.64963 smiles="Cc1ccccc1OCCNC(=O)c1ccccc1Sc1ccccc1C#N" lumo_ev=0.17
C 1.246 -3.281 1.586
C 1.736 -2.172 0.710
C 2.211 -2.406 -0.568
C 2.648 -1.368 -1.376
C 2.624 -0.076 -0.891
C 2.169 0.183 0.392
C 1.716 -0.854 1.197
O 1.243 -0.727 2.474
C 1.140 0.539 3.088
C -0.204 1.225 2.789
N -0.393 1.468 1.381
C -0.088 2.655 0.807
O 0.289 3.623 1.435
C -0.214 2.675 -0.687
C 0.819 3.275 -1.401
C 0.783 3.344 -2.781
C -0.305 2.834 -3.471
C -1.354 2.262 -2.774
C -1.303 2.169 -1.391
S -2.726 1.475 -0.543
C -2.327 -0.247 -0.534
C -1.261 -0.794 -1.240
C -1.028 -2.156 -1.206
C -1.839 -2.996 -0.458
C -2.895 -2.468 0.259
C -3.147 -1.098 0.226
C -4.226 -0.576 0.974
N -5.099 -0.176 1.601
H -3.537 -3.103 0.851
H -1.648 -4.058 -0.437
H -0.202 -2.559 -1.770
H -0.612 -0.156 -1.822
H -2.220 1.882 -3.296
H -0.346 2.893 -4.548
H 1.598 3.804 -3.319
H 1.648 3.692 -0.848
H -0.557 0.661 0.799
H -1.023 0.596 3.148
H -0.230 2.191 3.296
H 1.200 0.343 4.162
H 1.971 1.193 2.807
H 2.178 1.202 0.745
H 2.961 0.745 -1.505
H 3.008 -1.570 -2.374
H 2.241 -3.422 -0.936
H 1.806 -3.295 2.520
H 1.353 -4.243 1.091
H 0.198 -3.124 1.839